ORCA calculation (ωB97M-V/def2-TZVPD) on a molecular structure, C12H22N4O5PPd.

For the energy, the calculation gives -1534.7139 Ha. The frontier orbital gap comes out at 8.95 eV. The spin multiplicity is 1. For the energy above the lowest of the compared OMol25 structures with the same formula, charge and spin, the calculation gives 0.0 kcal per mole. The HOMO energy is -12.023 eV. As for the total charge: +1. For the molecular weight, the calculation gives 439.72 g mol⁻¹.

Each line ends with the Mulliken charge.
Cartesian coordinates (Å):
Pd (-0.113, 0.066, 0.083)  0.20
O (-1.406, -2.264, 1.102)  -0.40
C (-1.402, -1.722, 2.419)  -0.74
C (-0.070, -1.091, 2.788)  -0.64
N (0.242, 0.181, 2.086)  0.02
C (-0.632, 1.293, 2.535)  -0.41
C (-1.923, 1.415, 1.702)  0.34
O (-2.891, 1.960, 2.163)  -0.63
O (-1.863, 0.933, 0.474)  -0.71
C (1.706, 0.423, 2.135)  -0.35
C (2.427, -0.421, 1.060)  0.52
O (3.568, -0.761, 1.226)  -0.63
O (1.718, -0.686, -0.021)  -0.65
H (-0.839, -3.044, 1.093)  0.33
H (-2.217, -1.000, 2.456)  0.35
H (-1.623, -2.497, 3.157)  0.43
H (-0.039, -0.896, 3.865)  0.38
H (0.733, -1.794, 2.556)  0.44
H (-0.893, 1.194, 3.589)  0.31
H (-0.090, 2.231, 2.410)  0.35
H (1.896, 1.474, 1.913)  0.28
H (2.118, 0.195, 3.118)  0.34
C (-1.530, 1.089, -4.860)  -0.73
N (-2.625, 0.832, -3.810)  0.04
C (-3.133, -0.610, -3.996)  -0.71
N (-2.061, -1.538, -3.930)  0.15
C (-1.048, -1.228, -4.938)  -0.82
N (-0.499, 0.117, -4.768)  0.13
C (0.322, 0.246, -3.556)  -0.99
P (-0.695, -0.083, -2.059)  1.78
C (-2.103, 1.051, -2.421)  -1.14
C (-1.486, -1.658, -2.585)  -0.95
H (-1.153, 2.096, -4.687)  0.39
H (-2.025, 1.035, -5.830)  0.36
H (-3.401, 1.475, -3.978)  0.35
H (-3.607, -0.634, -4.977)  0.35
H (-3.871, -0.788, -3.216)  0.39
H (-1.503, -1.298, -5.927)  0.30
H (-0.242, -1.956, -4.873)  0.39
H (0.757, 1.245, -3.503)  0.42
H (1.151, -0.462, -3.597)  0.43
H (-1.786, 2.089, -2.324)  0.40
H (-2.895, 0.877, -1.691)  0.50
H (-2.257, -1.927, -1.859)  0.43
H (-0.743, -2.456, -2.577)  0.40



ORCA calculation (ωB97M-V/def2-TZVPD) on 4 unconnected molecules or ions with the total composition C45H51N4O10P at a distorted geometry.

For the energy, the calculation gives -3057.8356 Ha. The frontier orbital gap comes out at 6.68 eV. The spin multiplicity is 1. The HOMO energy is -7.711 eV. For the molecular weight, the calculation gives 838.90 g mol⁻¹.

Each line ends with the Mulliken charge.
Cartesian coordinates (Å):
C (-4.662, -1.046, -1.804)  -1.40
C (-3.196, -1.035, -1.334)  -0.28
P (-2.879, -2.478, -0.223)  -0.10
C (-1.987, -3.817, -1.122)  -0.49
C (-2.261, -3.813, -2.631)  -0.94
C (-1.869, -1.902, 1.203)  0.31
C (-2.498, -2.030, 2.438)  -0.54
C (-1.891, -1.634, 3.628)  -0.98
C (-0.622, -1.096, 3.593)  -0.70
C (0.038, -0.951, 2.370)  0.23
C (-0.572, -1.341, 1.176)  -0.02
C (0.147, -1.115, -0.100)  0.82
O (-0.279, -1.473, -1.171)  -0.68
C (1.448, -0.373, -0.050)  -0.03
C (2.053, -0.090, -1.270)  -0.59
C (3.266, 0.589, -1.330)  0.24
C (3.923, 0.841, -2.651)  -1.28
C (4.408, -0.456, -3.322)  -0.81
C (5.365, -1.301, -2.465)  -0.93
C (4.669, -2.387, -1.607)  -0.61
C (4.896, -2.261, -0.090)  0.15
O (5.623, -3.372, 0.404)  -0.48
C (6.797, -3.070, 1.124)  -0.67
C (3.835, 1.015, -0.135)  -1.20
C (3.256, 0.756, 1.113)  1.08
C (3.986, 1.265, 2.335)  -1.90
C (3.334, 2.422, 3.122)  0.54
O (4.322, 3.439, 3.282)  -0.63
C (2.091, 3.048, 2.520)  -0.91
N (2.327, 3.742, 1.244)  -0.66
C (2.051, 0.028, 1.154)  0.36
C (1.404, -0.337, 2.431)  0.77
O (1.924, -0.176, 3.505)  -0.69
H (-4.944, -0.027, -2.062)  0.37
H (-5.281, -1.369, -0.974)  0.51
H (-4.750, -1.725, -2.648)  0.23
H (-3.037, -0.148, -0.719)  0.51
H (-2.502, -0.968, -2.168)  0.14
H (-2.371, -4.753, -0.728)  0.57
H (-0.912, -3.798, -0.978)  0.25
H (-1.446, -4.278, -3.177)  0.34
H (-3.172, -4.353, -2.878)  0.33
H (-2.369, -2.810, -3.037)  0.05
H (-3.495, -2.444, 2.473)  0.41
H (-2.425, -1.745, 4.559)  0.40
H (-0.111, -0.770, 4.483)  0.55
H (1.558, -0.436, -2.165)  0.71
H (3.244, 1.334, -3.346)  0.40
H (4.790, 1.489, -2.529)  0.41
H (4.955, -0.156, -4.215)  0.45
H (3.574, -1.086, -3.620)  0.39
H (6.011, -0.682, -1.846)  0.41
H (6.004, -1.838, -3.164)  0.48
H (3.602, -2.396, -1.814)  0.23
H (5.047, -3.370, -1.871)  0.58
H (5.360, -1.309, 0.162)  0.27
H (3.913, -2.256, 0.390)  -0.11
H (6.674, -3.257, 2.191)  0.26
H (7.142, -2.049, 0.968)  0.29
H (7.591, -3.735, 0.782)  0.28
H (4.767, 1.561, -0.188)  0.40
H (4.968, 1.605, 2.014)  0.65
H (4.161, 0.425, 2.998)  0.29
H (3.098, 2.043, 4.110)  0.43
H (4.222, 3.861, 4.144)  0.46
H (1.274, 2.343, 2.397)  0.21
H (1.736, 3.792, 3.236)  0.41
H (3.312, 3.933, 1.122)  0.30
H (1.986, 3.177, 0.481)  0.32
O (2.721, 2.856, 7.900)  -0.59
N (3.699, 3.162, 7.256)  0.98
O (3.685, 3.424, 6.066)  -0.65
C (4.994, 3.216, 7.950)  0.18
C (5.045, 2.894, 9.294)  -0.45
C (6.269, 2.928, 9.941)  -0.42
C (7.416, 3.283, 9.244)  -0.45
C (7.343, 3.610, 7.896)  -0.50
C (6.124, 3.577, 7.239)  -0.21
H (4.149, 2.618, 9.830)  0.45
H (6.328, 2.674, 10.991)  0.37
H (8.371, 3.304, 9.752)  0.38
H (8.237, 3.888, 7.356)  0.38
H (6.063, 3.826, 6.190)  0.42
O (-6.454, 3.969, -6.739)  -0.60
N (-6.280, 2.803, -6.449)  1.03
O (-7.123, 1.932, -6.552)  -0.61
C (-4.958, 2.416, -5.931)  0.10
C (-3.987, 3.386, -5.763)  -0.42
C (-2.753, 3.014, -5.252)  -0.43
C (-2.506, 1.688, -4.920)  -0.51
C (-3.492, 0.729, -5.107)  -0.39
C (-4.728, 1.091, -5.615)  -0.42
H (-4.186, 4.415, -6.021)  0.46
H (-1.986, 3.762, -5.108)  0.39
H (-1.545, 1.402, -4.513)  0.48
H (-3.302, -0.305, -4.851)  0.46
H (-5.499, 0.348, -5.757)  0.45
O (-9.988, -4.255, -1.157)  -0.61
N (-9.151, -4.008, -2.001)  1.03
O (-8.166, -4.684, -2.219)  -0.61
C (-9.344, -2.801, -2.822)  0.05
C (-10.439, -1.991, -2.580)  -0.40
C (-10.605, -0.846, -3.342)  -0.38
C (-9.684, -0.527, -4.333)  -0.54
C (-8.597, -1.358, -4.566)  -0.32
C (-8.422, -2.504, -3.807)  -0.34
H (-11.151, -2.244, -1.808)  0.45
H (-11.452, -0.199, -3.162)  0.38
H (-9.813, 0.370, -4.924)  0.42
H (-7.882, -1.109, -5.340)  0.40
H (-7.574, -3.148, -3.986)  0.46



ORCA calculation (ωB97M-V/def2-TZVPD) on a molecular structure, C23H56F8N2O31S11V at a distorted geometry.

For the energy, the calculation gives -9474.3145 Ha. The frontier orbital gap (alpha / beta) comes out at 4.99 / 2.37 eV. The spin multiplicity is 2. The HOMO energy (alpha / beta) is -10.331 / -10.331 eV. For the molecular weight, the calculation gives 1412.35 g mol⁻¹.

Each line ends with the Löwdin spin population.
Cartesian coordinates (Å):
O (-2.591, 0.609, -3.527)  0.84
V (-2.740, 1.143, -1.987)  -0.53
O (-4.203, 0.744, -1.466)  0.66
N (-1.089, 0.422, -0.830)  0.00
S (-0.985, 0.653, 0.875)  0.00
O (-0.422, 1.836, 1.383)  0.00
O (-0.839, -0.525, 1.672)  0.00
F (-2.534, 0.981, 1.125)  0.00
S (0.195, -0.281, -0.945)  0.00
O (0.165, -1.748, -0.960)  0.00
O (1.471, 0.263, -0.569)  0.00
F (0.400, 0.078, -2.518)  0.00
C (-4.712, 5.008, -0.897)  0.00
F (-4.551, 6.356, -1.072)  0.00
F (-3.876, 4.545, 0.032)  0.00
F (-5.901, 4.698, -0.460)  0.00
S (-4.269, 4.073, -2.562)  0.00
O (-5.365, 3.175, -2.756)  0.00
O (-4.219, 5.036, -3.649)  0.00
N (-2.809, 3.193, -2.242)  0.02
S (-1.697, 4.248, -2.224)  0.00
O (-1.873, 5.691, -2.454)  0.00
O (-0.792, 3.915, -1.091)  0.00
C (-0.673, 3.818, -3.857)  0.00
F (-0.303, 2.511, -3.760)  0.01
F (-1.383, 3.888, -4.910)  0.00
F (0.460, 4.589, -3.875)  0.00
O (-2.336, 2.231, 4.589)  0.00
S (-2.877, 3.315, 3.799)  0.00
O (-3.702, 3.059, 2.614)  0.00
O (-3.690, 4.349, 4.713)  0.00
C (-3.151, 4.899, 5.930)  0.00
C (-4.103, 5.931, 6.307)  0.00
C (-1.397, 4.519, 3.375)  0.00
H (-2.215, 5.440, 5.795)  0.00
H (-3.059, 4.172, 6.737)  0.00
H (-3.900, 6.568, 7.169)  0.00
H (-4.966, 5.321, 6.575)  0.00
H (-4.275, 6.585, 5.452)  0.00
H (-1.924, 5.307, 2.835)  0.00
H (-0.902, 3.915, 2.615)  0.00
H (-0.812, 4.798, 4.251)  0.00
O (0.215, -6.174, -2.789)  0.00
S (-1.194, -6.234, -2.470)  0.00
O (-2.041, -7.314, -2.951)  0.00
O (-1.530, -6.018, -0.815)  0.00
C (-2.673, -6.723, -0.242)  0.00
C (-3.076, -6.137, 1.086)  0.00
C (-1.926, -4.558, -2.918)  0.00
H (-2.334, -7.757, -0.193)  0.00
H (-3.461, -6.840, -0.986)  0.00
H (-2.315, -6.410, 1.818)  0.00
H (-3.948, -6.579, 1.568)  0.00
H (-3.001, -5.050, 1.047)  0.00
H (-2.917, -4.588, -2.466)  0.00
H (-2.008, -4.468, -4.001)  0.00
H (-1.224, -3.834, -2.504)  0.00
O (4.528, -3.628, -3.200)  0.00
S (3.441, -4.558, -2.805)  0.00
O (2.969, -5.552, -3.729)  0.00
O (3.846, -5.439, -1.434)  0.00
C (4.849, -4.873, -0.607)  0.00
C (5.193, -5.927, 0.479)  0.00
C (1.970, -3.581, -2.170)  0.00
H (4.493, -4.003, -0.056)  0.00
H (5.734, -4.766, -1.234)  0.00
H (4.946, -6.920, 0.104)  0.00
H (4.490, -5.861, 1.310)  0.00
H (6.250, -6.019, 0.728)  0.00
H (1.386, -3.011, -2.892)  0.00
H (2.349, -2.914, -1.395)  0.00
H (1.308, -4.288, -1.672)  0.00
O (1.554, -4.489, 2.937)  0.00
S (0.926, -3.229, 3.264)  0.00
O (0.674, -2.814, 4.659)  0.00
O (1.648, -1.843, 2.514)  0.00
C (1.757, -0.645, 3.285)  0.00
C (2.620, 0.360, 2.495)  0.00
C (-0.648, -3.408, 2.404)  0.00
H (2.085, -0.957, 4.276)  0.00
H (0.795, -0.146, 3.401)  0.00
H (2.205, 1.337, 2.249)  0.00
H (2.843, -0.010, 1.495)  0.00
H (3.502, 0.723, 3.022)  0.00
H (-1.299, -2.637, 2.817)  0.00
H (-0.966, -4.402, 2.718)  0.00
H (-0.420, -3.216, 1.356)  0.00
O (6.470, 2.512, -6.752)  0.00
S (5.387, 1.725, -7.321)  0.00
O (5.564, 0.604, -8.249)  0.00
O (4.441, 1.171, -6.020)  0.00
C (4.727, -0.061, -5.429)  0.00
C (3.755, -0.374, -4.272)  0.00
C (4.142, 2.845, -8.124)  0.00
H (5.792, -0.099, -5.199)  0.00
H (4.755, -0.804, -6.227)  0.00
H (3.823, -1.383, -3.868)  0.00
H (2.688, -0.178, -4.383)  0.00
H (4.085, 0.291, -3.474)  0.00
H (4.691, 3.323, -8.936)  0.00
H (3.873, 3.621, -7.407)  0.00
H (3.226, 2.272, -8.264)  0.00
O (3.961, 1.320, -1.184)  0.00
S (3.878, 2.687, -0.585)  0.00
O (4.440, 3.027, 0.683)  0.00
O (4.472, 3.834, -1.661)  0.00
C (3.920, 3.870, -2.998)  0.00
C (4.956, 3.717, -4.152)  0.00
C (2.181, 3.311, -0.465)  0.00
H (3.435, 4.833, -3.160)  0.00
H (3.099, 3.205, -3.266)  0.00
H (4.638, 4.201, -5.075)  0.00
H (5.137, 2.643, -4.197)  0.00
H (5.968, 4.090, -3.993)  0.00
H (1.673, 2.724, 0.300)  0.00
H (1.629, 3.263, -1.403)  0.00
H (2.351, 4.341, -0.150)  0.00
O (-2.926, -3.070, 4.608)  0.00
S (-4.093, -2.265, 4.732)  0.00
O (-5.444, -2.715, 4.476)  0.00
O (-4.060, -1.535, 6.167)  0.00
C (-5.013, -1.877, 7.164)  0.00
C (-4.873, -0.705, 8.076)  0.00
C (-3.696, -0.760, 3.780)  0.00
H (-4.553, -2.791, 7.539)  0.00
H (-6.012, -2.106, 6.794)  0.00
H (-5.443, 0.097, 7.608)  0.00
H (-3.835, -0.371, 8.066)  0.00
H (-5.418, -0.826, 9.012)  0.00
H (-4.232, -0.916, 2.844)  0.00
H (-2.675, -0.796, 3.399)  0.00
H (-4.033, 0.176, 4.225)  0.00



ORCA calculation (ωB97M-V/def2-TZVPD) on a molecular structure, C15H31ClO4P2Pd at a distorted geometry.

For the energy, the calculation gives -2160.6524 Ha. The frontier orbital gap (alpha / beta) comes out at 4.10 / 3.43 eV. The spin multiplicity is 5. For the energy above the lowest of the compared OMol25 structures with the same formula, charge and spin, the calculation gives 49.4 kcal per mole. The HOMO energy (alpha / beta) is -11.023 / -14.369 eV. As for the total charge: +2. For the molecular weight, the calculation gives 479.23 g mol⁻¹.

Each line ends with the Löwdin spin population.
Cartesian coordinates (Å):
P (1.117, -2.103, 1.568)  0.37
P (-0.067, 2.384, 1.986)  0.62
C (1.035, -0.354, 0.739)  0.10
C (1.256, 1.064, 1.328)  0.12
H (0.071, -0.350, 0.156)  0.02
H (1.873, -0.514, 0.008)  0.02
H (2.046, 1.012, 2.101)  0.00
H (1.673, 1.624, 0.477)  0.02
C (-1.298, 3.116, 0.736)  0.10
H (-1.753, 3.975, 1.261)  0.00
H (-2.110, 2.420, 0.492)  0.01
H (-0.830, 3.497, -0.179)  0.02
C (1.163, 3.724, 1.635)  0.06
H (0.906, 4.254, 0.707)  0.01
H (2.164, 3.282, 1.560)  0.00
H (1.133, 4.406, 2.490)  0.01
C (-0.280, -2.923, 0.660)  0.07
H (-0.518, -3.823, 1.222)  0.00
H (0.022, -3.225, -0.339)  0.01
H (-1.168, -2.304, 0.574)  0.02
C (2.478, -2.926, 0.621)  0.05
H (3.309, -2.231, 0.459)  0.00
H (2.109, -3.310, -0.337)  0.01
H (2.826, -3.776, 1.224)  0.00
Pd (-1.136, -0.411, -1.701)  0.87
C (-0.179, 1.200, -2.529)  0.22
C (-1.587, 1.350, -2.678)  0.26
C (-2.331, 0.714, -3.839)  0.07
C (-1.920, -0.765, -4.259)  0.05
C (-1.279, -1.665, -3.189)  0.23
C (0.112, -1.630, -2.819)  0.23
C (1.106, -0.778, -3.536)  0.05
C (0.687, 0.734, -3.640)  0.04
C (-0.250, -1.397, 3.524)  0.04
H (0.295, 1.769, -1.727)  0.02
H (-2.003, 2.221, -2.171)  0.03
H (-2.176, 1.394, -4.693)  0.02
H (-3.405, 0.700, -3.544)  0.01
H (-2.872, -1.239, -4.563)  0.00
H (-1.306, -0.646, -5.157)  0.01
H (-1.819, -2.600, -3.023)  0.03
H (0.485, -2.436, -2.183)  0.02
H (1.240, -1.203, -4.544)  0.01
H (2.059, -0.805, -2.983)  0.00
H (1.595, 1.345, -3.658)  0.01
H (0.181, 0.855, -4.591)  0.00
H (0.845, -1.244, 3.767)  0.03
H (-0.613, -2.417, 3.781)  0.00
H (-0.855, -0.803, 5.766)  0.00
O (-0.895, 0.799, 8.587)  0.00
Cl (-0.339, 0.737, 7.259)  0.00
O (1.103, 0.615, 7.220)  0.00
O (-0.882, -0.854, 6.750)  0.00
O (-1.019, -0.459, 3.225)  0.11